Formula: CH4N2O2
Source: OMol25
Level of theory: ωB97M-V with the def2-TZVPD basis set

Properties
SMILES = CN([O-])N[O-]
net charge = -2
HOMO energy = 2.93 eV
gap between HOMO and LUMO = 0.1877 Ha

Each line ends with the Löwdin charge.
CARTESIAN COORDINATES (ANGSTROEM)
O: -0.22875 -1.90985 -0.21990  -0.50
O: -1.56919 1.43548 0.03868  -0.59
N: -0.31025 -0.68396 0.40219  -0.44
N: -1.48816 0.05862 -0.30735  -0.25
C: 0.82774 0.10957 0.34455  -0.33
H: -1.15986 -0.05162 -1.27041  0.00
H: 1.64190 -0.01831 -0.56917  0.04
H: 0.63730 1.24154 0.51611  0.05
H: 1.64925 -0.18148 1.06531  0.02